# 1
ORCA calculation (wB97M-V/def2-TZVPD) on 2 unconnected molecules or ions with the total composition C6H7ClO.

energy above the lowest of the compared OMol25 structures with the same formula, charge and spin = 336.8 kJ/mol
net charge = 0
structure (SMILES) = C=CC#CC.O=CCl
HOMO energy = -8.943 eV
E_tot = -20902.0429 eV

CARTESIAN COORDINATES (ANGSTROEM)
C -0.970 -0.574 -2.087
C -0.805 -0.966 -0.843
C 0.338 -0.760 -0.086
C 1.388 -0.690 0.486
C 2.546 -0.594 1.323
H -1.879 -0.709 -2.452
H -0.122 -0.070 -2.698
H -1.648 -1.262 -0.273
H 3.275 -1.314 0.955
H 2.274 -0.741 2.469
H 3.087 0.278 1.126
O -1.033 2.296 1.392
C -1.693 1.904 0.516
Cl -3.193 1.083 0.777
H -1.564 2.118 -0.606

These are the Mulliken partial charges, in e, on atoms 1 to 5: -0.747 -0.944 -0.192 1.276 -1.349

# 2
ORCA calculation (wB97M-V/def2-TZVPD) on C6H7ClO4 in the gas phase.

energy above the lowest of the compared OMol25 structures with the same formula, charge and spin = 102.6 kJ/mol
net charge = 0
structure (SMILES) = CC(=O)OC(=O)O/C=C/CCl
HOMO energy = -9.456 eV
E_tot = -27046.7540 eV

CARTESIAN COORDINATES (ANGSTROEM)
C -1.875 3.315 -2.910
C -1.858 2.064 -1.975
O -2.742 1.319 -1.785
O -0.569 1.852 -1.499
C -0.380 0.978 -0.518
O -1.103 0.641 0.328
O 0.924 0.530 -0.558
C 1.462 -0.289 0.347
C 1.037 -0.983 1.451
C 2.039 -1.824 2.215
Cl 1.364 -3.557 2.280
H -2.007 4.223 -2.306
H -2.763 3.040 -3.559
H -0.876 3.424 -3.513
H 2.595 -0.171 0.331
H 0.038 -1.023 1.742
H 2.964 -1.900 1.716
H 2.236 -1.434 3.278

These are the Mulliken partial charges, in e, on atoms 1 to 5: -0.894 0.627 -0.430 -0.287 0.668

# 3
ORCA calculation (wB97M-V/def2-TZVPD) on 2 unconnected molecules or ions with the total composition C6H7ClS2.

energy above the lowest of the compared OMol25 structures with the same formula, charge and spin = 223.7 kJ/mol
net charge = 0
HOMO energy (spin up / spin down) = -7.351 / -7.420 eV
E_tot = -40524.1470 eV

CARTESIAN COORDINATES (ANGSTROEM)
C 1.614 0.013 0.587
C 2.230 -0.449 1.661
C 0.251 -1.774 1.308
C 0.428 -0.858 0.308
C -1.628 1.014 -2.545
C -0.495 -0.735 -0.731
S 1.573 -1.679 2.584
S -0.246 0.478 -1.943
Cl -2.139 -1.126 -0.578
H 1.760 0.938 0.075
H 3.076 0.008 2.203
H -0.536 -2.558 1.444
H -2.568 1.119 -1.886
H -1.521 1.629 -3.385
H -1.055 2.251 0.222
H -0.745 1.728 0.676

These are the Mulliken partial charges, in e, on atoms 1 to 5: -0.800 -0.207 -0.552 0.536 -0.657

Among the records above, which one has the lowest energy above the lowest of the compared OMol25 structures with the same formula, charge and spin? C6H7ClO4